Below is a molecular structure, C62H154ClN9O20 at a distorted geometry, with properties calculated with wB97M-V/def2-TZVPD.

The total energy comes out at -4909.1650 Ha. The max |F| comes out at 0.2977 Eh/bohr. The LUMO energy is -7.8 eV. As for the net charge: +6.

Last column: Mulliken charge in e.
Cartesian coordinates (Å):
1 C 15.949 7.077 18.413  -0.6767
2 O 16.471 6.137 19.306  -0.3676
3 C 17.832 6.144 19.268  -0.1940
4 C 18.514 5.095 20.165  -0.6654
5 N 18.504 3.822 19.478  -0.0767
6 H 18.333 3.060 20.180  0.4029
7 H 17.811 3.788 18.667  0.4446
8 C 19.743 3.482 18.663  -0.6886
9 C 19.552 4.132 17.238  -0.6729
10 O 18.253 3.889 16.870  -0.4815
11 C 17.991 3.968 15.445  -0.7499
12 H 14.893 7.083 18.648  0.2864
13 H 15.991 6.696 17.344  0.2207
14 H 16.497 8.032 18.403  0.3229
15 H 18.236 7.170 19.521  0.3894
16 H 18.184 5.905 18.191  0.1550
17 H 18.037 5.006 21.132  0.4068
18 H 19.520 5.489 20.382  0.3300
19 H 19.691 2.422 18.446  0.4050
20 H 20.672 3.762 19.182  0.3689
21 H 20.267 3.593 16.606  0.5361
22 H 19.749 5.159 17.158  0.3914
23 H 17.952 5.042 15.123  0.2924
24 H 16.975 3.636 15.282  0.2953
25 H 18.728 3.398 14.869  0.3253
26 C 10.811 20.935 13.511  -0.7837
27 O 12.161 21.234 13.801  -0.2419
28 C 12.351 22.570 14.262  -0.7260
29 C 13.842 22.671 14.571  -0.5655
30 N 14.291 21.567 15.488  0.1873
31 H 13.509 21.080 15.949  0.3082
32 H 14.675 20.749 14.895  0.2386
33 C 15.406 22.025 16.441  -0.7486
34 C 16.356 20.837 16.752  -0.2272
35 O 17.415 21.224 17.601  -0.3627
36 C 18.430 20.288 17.986  -0.4042
37 H 10.685 19.837 13.465  0.2213
38 H 10.583 21.393 12.555  0.3321
39 H 10.126 21.376 14.275  0.3464
40 H 11.786 22.805 15.188  0.3693
41 H 12.018 23.335 13.561  0.4617
42 H 14.159 23.554 15.138  0.5226
43 H 14.444 22.669 13.623  0.3158
44 H 15.075 22.444 17.386  0.2546
45 H 15.949 22.730 15.795  0.5047
46 H 16.724 20.413 15.831  0.4327
47 H 15.740 20.036 17.231  0.0273
48 H 19.241 20.814 18.562  0.2033
49 H 18.888 19.840 17.103  0.4221
50 H 17.928 19.459 18.518  -0.0491
51 C 25.983 7.324 8.931  -0.6702
52 O 26.752 8.006 8.324  -0.3165
53 C 27.405 7.714 7.091  -0.6694
54 C 28.085 9.127 6.647  -0.7564
55 N 27.086 10.321 6.807  -0.2526
56 H 26.738 10.297 7.805  0.4063
57 H 27.768 11.102 6.919  0.4578
58 C 26.131 10.292 5.480  -0.3928
59 C 25.522 11.372 4.693  -0.8837
60 O 24.523 12.044 5.506  -0.3276
61 C 23.596 12.852 5.109  -0.3165
62 H 25.191 6.756 8.052  0.1688
63 H 25.286 7.678 9.686  0.3509
64 H 26.189 6.153 8.805  0.2898
65 H 26.633 7.044 6.582  0.4531
66 H 28.045 6.928 7.444  0.4839
67 H 28.664 8.988 5.739  0.4300
68 H 28.759 9.260 7.498  0.4129
69 H 25.425 9.474 5.737  0.3257
70 H 26.828 9.925 4.703  0.3420
71 H 24.844 10.963 3.969  0.3820
72 H 26.210 12.103 4.296  0.5524
73 H 22.646 21.970 11.054  -0.5879
74 H 23.102 13.391 5.831  0.2808
75 H 23.420 13.014 4.065  0.2454
76 C 8.522 13.933 7.741  -0.7108
77 O 9.876 14.423 7.803  -0.3210
78 C 10.465 14.179 6.540  -0.4508
79 C 11.735 14.993 6.493  -0.7901
80 N 12.683 14.554 7.540  -0.1291
81 H 12.251 14.528 8.443  0.4155
82 H 13.083 13.620 7.363  0.3825
83 C 13.807 15.591 7.810  -0.7117
84 C 14.726 15.217 8.943  -0.6352
85 O 13.927 15.052 10.117  -0.3113
86 C 14.533 14.134 11.079  -0.6074
87 H 8.000 14.483 6.954  0.3263
88 H 8.025 14.121 8.700  0.2414
89 H 8.508 12.803 7.686  0.2989
90 H 9.837 14.558 5.727  0.4411
91 H 10.784 13.107 6.253  0.3298
92 H 11.482 16.036 6.698  0.3596
93 H 12.270 15.028 5.544  0.4528
94 H 13.297 16.520 8.081  0.3906
95 H 14.438 15.751 6.860  0.3927
96 H 15.513 15.973 9.067  0.4092
97 H 15.211 14.313 8.749  0.4425
98 H 13.773 13.910 11.811  0.1912
99 H 15.388 14.575 11.550  0.2331
100 H 14.809 13.240 10.479  0.3564
101 C 12.978 10.077 31.751  -0.5006
102 O 12.019 9.695 30.988  -0.2990
103 C 10.885 8.741 31.738  -0.6480
104 C 10.152 7.985 30.649  -0.5952
105 N 9.516 8.845 29.541  -0.1041
106 H 9.213 9.677 30.093  0.4148
107 H 10.304 9.164 29.020  0.3843
108 C 8.272 8.271 28.904  -0.6045
109 C 8.612 7.404 27.611  -0.5469
110 O 9.523 7.967 26.728  -0.2950
111 C 9.776 7.567 25.561  -0.8307
112 H 14.233 12.235 31.300  -0.0552
113 H 14.174 10.457 30.926  0.2081
114 H 13.141 10.141 32.823  0.3508
115 H 10.230 9.516 32.135  0.4127
116 H 11.408 7.961 32.061  0.4783
117 H 9.318 7.494 31.176  0.4057
118 H 10.875 7.348 30.155  0.3669
119 H 7.501 9.050 28.739  0.4464
120 H 7.822 7.516 29.595  0.2841
121 H 7.690 7.240 27.128  0.4609
122 H 9.079 6.380 27.902  0.3347
123 H 10.532 8.352 25.216  0.2999
124 H 9.080 8.368 24.876  0.2407
125 H 9.686 6.587 25.210  0.3910
126 C 14.886 21.737 22.013  -0.7043
127 O 15.882 20.736 22.296  -0.3869
128 C 16.547 20.202 21.164  -0.5494
129 C 17.636 19.324 21.772  -0.7341
130 N 17.089 18.386 22.807  0.7924
131 H 16.418 19.054 23.268  0.5286
132 H 16.516 17.798 22.190  -0.1694
133 C 18.122 17.741 23.747  -0.3710
134 C 17.637 17.869 25.181  -0.6314
135 O 17.721 19.256 25.515  -0.2867
136 C 17.180 19.572 26.812  -0.7806
137 H 14.109 21.264 21.392  0.1614
138 H 15.359 22.587 21.514  0.3233
139 H 14.455 21.972 22.990  0.2540
140 H 16.978 20.976 20.524  0.6436
141 H 15.956 19.725 20.419  0.1871
142 H 18.397 19.837 22.391  0.7623
143 H 17.999 18.746 20.934  0.0349
144 H 19.042 18.372 23.639  0.1915
145 H 18.307 16.718 23.511  0.3974
146 H 18.240 17.281 25.906  0.5395
147 H 16.618 17.357 25.175  0.2827
148 H 17.779 19.006 27.537  0.3447
149 H 16.116 19.420 26.940  0.3013
150 H 17.372 20.632 27.017  0.2575
151 C 12.414 13.912 18.362  -0.4403
152 O 13.420 13.507 17.533  -0.4614
153 C 13.579 14.291 16.381  -0.2512
154 C 15.064 14.414 16.158  -0.9496
155 N 15.491 15.310 17.288  1.4979
156 H 15.133 16.253 17.077  -0.5313
157 H 15.046 15.000 18.172  0.2235
158 C 16.988 15.408 17.478  -0.5254
159 C 17.661 16.295 16.456  -0.1741
160 O 17.921 15.588 15.307  -0.4354
161 C 18.123 16.432 14.172  -0.6138
162 H 12.537 15.018 18.609  -0.0793
163 H 12.590 13.450 19.300  0.3735
164 H 11.385 13.857 17.963  0.4453
165 H 13.172 15.320 16.416  -0.0120
166 H 13.086 13.798 15.558  0.6343
167 H 15.353 14.920 15.257  0.4706
168 H 15.549 13.449 16.285  0.4284
169 H 17.310 14.352 17.571  0.4869
170 H 17.092 15.877 18.469  0.0670
171 H 18.613 16.679 16.817  0.5756
172 H 16.951 17.118 16.295  0.0951
173 H 17.320 16.244 13.449  0.0854
174 H 19.161 16.250 13.812  0.3139
175 H 18.142 17.488 14.437  0.2749
176 C 22.890 15.373 19.446  -1.4934
177 C 22.543 16.047 20.735  -0.1107
178 C 23.576 17.152 21.154  -0.8559
179 C 24.087 18.259 20.172  -0.7214
180 N 24.526 19.396 21.065  0.0778
181 C 23.483 19.998 21.997  -0.7090
182 C 23.755 21.475 22.141  -0.5956
183 C 24.734 21.824 21.023  -0.7847
184 C 24.743 20.626 20.103  -0.6100
185 C 25.763 19.072 21.776  -0.8682
186 H 23.051 15.941 18.549  0.3835
187 H 21.972 14.800 19.381  0.5053
188 H 23.726 14.645 19.518  0.3511
189 H 22.484 15.415 21.590  0.4311
190 H 26.352 14.588 5.692  -0.2580
191 H 24.471 16.529 21.465  0.3799
192 H 23.269 17.630 22.064  0.6020
193 H 23.393 18.691 19.419  0.3767
194 H 24.974 17.882 19.719  0.4323
195 H 23.617 19.502 23.022  0.3137
196 H 22.494 19.672 21.602  0.4781
197 H 24.260 21.656 23.077  0.3237
198 H 22.903 22.116 22.095  0.3833
199 H 25.706 22.216 21.359  0.3534
200 H 24.384 22.699 20.416  0.3730
201 H 25.675 20.503 19.476  0.4119
202 H 23.915 20.538 19.449  0.5255
203 H 25.522 18.332 22.554  0.3951
204 H 26.222 19.927 22.250  0.3897
205 H 26.467 18.627 21.091  0.3389
206 C 9.081 16.086 16.680  -0.6539
207 C 8.401 17.126 17.583  -0.7337
208 C 8.947 17.019 19.059  -0.2619
209 C 10.221 17.824 19.185  -0.4882
210 N 10.723 18.029 20.618  0.6683
211 C 12.086 18.632 20.655  -1.7925
212 C 12.705 18.207 22.072  1.0586
213 C 11.873 16.955 22.417  -0.6182
214 C 10.924 16.726 21.260  -0.4275
215 C 9.781 18.906 21.376  -0.7936
216 H 8.513 15.158 16.695  0.3319
217 H 10.125 15.915 17.051  -0.1251
218 H 9.134 16.283 15.592  0.3664
219 H 7.304 17.041 17.450  0.3808
220 H 8.592 18.159 17.257  0.3502
221 H 9.146 15.990 19.334  0.3421
222 H 8.193 17.468 19.759  0.3658
223 H 10.125 18.898 18.746  0.4464
224 H 11.037 17.291 18.616  -0.2457
225 H 11.879 19.710 20.691  0.5793
226 H 12.645 18.360 19.859  0.7893
227 H 12.574 19.035 22.766  0.5065
228 H 13.742 17.930 21.910  -1.1227
229 H 11.413 17.040 23.459  0.2995
230 H 12.537 16.089 22.377  0.3495
231 H 10.003 16.363 21.687  0.5139
232 H 11.347 16.075 20.502  -0.1013
233 H 9.269 19.620 20.641  0.2989
234 H 10.365 19.474 22.107  0.3360
235 H 9.017 18.309 21.832  0.3374
236 Cl 21.006 16.716 19.975  -0.0765
237 O 15.546 15.557 22.093  -0.4912
238 C 15.384 16.093 20.910  0.1269
239 O 14.662 15.536 20.071  -0.7886
240 O 16.011 17.163 20.810  -1.0147
241 H 15.099 14.655 22.105  0.3611
242 O 12.624 18.373 15.415  -0.2639
243 C 13.920 18.164 15.762  -0.0277
244 O 14.894 18.712 15.135  -0.8999
245 O 13.960 17.550 16.845  -0.2572
246 H 12.653 18.990 14.636  0.2260

Atoms 1-2, force components in eV/Å:
-0.582 -0.752 -1.921
-0.324 -0.490 0.704